Entry 1:
The following is a quantum chemistry calculation of a 13-piece molecular cluster, C33H102O43P10 overall, from OMol25.

The geometry in ORCA input format:
```
! RIJCOSX wB97M-V def2-TZVPD def2/J DEFGRID3
* xyz 0 1
C 17.211 38.127 -14.885
O 16.224 37.358 -14.199
P 15.774 37.750 -12.670
O 14.949 38.952 -12.552
O 15.051 36.428 -12.128
C 13.833 36.017 -12.850
O 17.117 37.832 -11.660
C 17.970 38.962 -11.745
H 17.472 37.863 -15.910
H 18.188 38.214 -14.410
H 16.682 39.064 -15.063
H 12.952 36.534 -12.470
H 13.704 34.936 -12.800
H 14.036 36.224 -13.901
H 19.044 38.802 -11.837
H 17.735 39.682 -10.961
H 17.780 39.474 -12.688
C 5.091 32.550 -8.148
O 5.592 32.698 -9.444
P 6.957 33.466 -9.789
O 7.170 34.751 -9.120
O 7.110 33.395 -11.382
C 6.928 32.198 -12.208
O 8.061 32.354 -9.324
C 9.241 32.630 -8.588
H 4.190 33.162 -8.116
H 5.757 32.572 -7.285
H 4.752 31.517 -8.064
H 6.122 32.472 -12.888
H 6.955 31.316 -11.568
H 7.810 32.135 -12.845
H 8.989 32.831 -7.547
H 9.855 33.435 -8.992
H 9.934 31.789 -8.559
C 15.567 30.311 0.363
O 16.261 29.278 -0.344
P 15.512 27.899 -0.787
O 14.998 27.031 0.323
O 16.575 27.185 -1.813
C 17.871 26.727 -1.391
O 14.371 28.395 -1.842
C 13.709 27.584 -2.792
H 14.512 30.144 0.584
H 15.536 31.139 -0.345
H 15.992 30.808 1.235
H 18.584 27.137 -2.106
H 18.022 25.692 -1.086
H 18.184 27.191 -0.455
H 14.325 26.907 -3.383
H 13.258 28.320 -3.458
H 12.992 26.952 -2.268
C -0.447 41.815 -4.940
O -0.769 41.806 -6.337
P -1.057 40.451 -7.260
O -1.776 39.347 -6.565
O -1.772 41.048 -8.544
C -2.530 40.224 -9.366
O 0.417 39.983 -7.823
C 1.509 39.727 -6.933
H -0.509 40.819 -4.501
H -1.130 42.356 -4.284
H 0.437 42.399 -4.682
H -3.093 40.736 -10.146
H -3.295 39.605 -8.896
H -1.789 39.530 -9.764
H 2.047 38.934 -7.452
H 1.230 39.271 -5.983
H 2.068 40.624 -6.664
C 3.526 36.892 -15.859
O 2.167 37.049 -16.225
P 1.122 35.812 -15.925
O 1.824 34.456 -15.997
O 0.456 36.201 -14.493
C 1.251 36.179 -13.293
O -0.049 36.148 -17.061
C -0.856 35.139 -17.471
H 4.022 37.686 -16.419
H 4.095 35.973 -15.997
H 3.758 37.194 -14.838
H 0.738 36.603 -12.430
H 2.200 36.636 -13.573
H 1.402 35.230 -12.778
H -1.825 35.607 -17.640
H -0.823 34.282 -16.798
H -0.523 34.712 -18.417
C -2.500 28.278 -1.433
O -2.104 27.776 -2.694
P -2.552 28.465 -4.101
O -3.804 29.288 -3.952
O -1.279 29.323 -4.662
C -1.473 30.408 -5.577
O -2.726 27.209 -5.065
C -3.073 27.350 -6.495
H -1.627 28.733 -0.966
H -3.063 27.567 -0.828
H -3.037 29.224 -1.362
H -1.231 31.311 -5.018
H -2.502 30.518 -5.920
H -0.724 30.169 -6.332
H -4.121 27.267 -6.786
H -2.501 26.639 -7.091
H -2.685 28.317 -6.814
C 16.001 35.451 -6.078
O 15.998 34.123 -5.800
P 17.468 33.355 -5.680
O 18.573 33.925 -6.520
O 17.650 33.549 -4.103
C 18.767 33.183 -3.404
O 17.276 31.788 -5.699
C 18.268 30.986 -6.255
H 15.707 35.987 -5.176
H 15.398 35.669 -6.960
H 16.944 35.931 -6.342
H 18.827 32.156 -3.043
H 18.916 33.813 -2.527
H 19.651 33.397 -4.005
H 19.217 31.468 -6.488
H 17.819 30.607 -7.173
H 18.457 30.181 -5.545
C 1.579 23.683 -8.573
O 1.236 24.016 -9.839
P 1.552 25.494 -10.541
O 1.070 26.645 -9.758
O 3.157 25.496 -10.871
C 3.775 26.629 -11.509
O 0.942 25.226 -12.076
C -0.300 24.646 -12.256
H 1.208 24.470 -7.916
H 2.655 23.691 -8.400
H 1.212 22.839 -7.988
H 3.034 27.385 -11.766
H 4.259 26.317 -12.434
H 4.614 26.970 -10.902
H -0.097 23.830 -12.949
H -1.110 25.273 -12.628
H -0.595 24.040 -11.399
C 9.724 26.236 -10.453
O 8.860 25.614 -9.585
P 9.135 25.728 -7.962
O 10.619 25.645 -7.649
O 8.638 27.298 -7.713
C 8.119 27.625 -6.407
O 8.063 24.839 -7.193
C 8.417 23.841 -6.255
H 9.212 26.620 -11.336
H 10.420 25.457 -10.760
H 10.214 27.117 -10.038
H 7.888 26.746 -5.806
H 7.122 28.064 -6.446
H 8.727 28.331 -5.841
H 8.180 23.933 -5.195
H 9.493 23.678 -6.323
H 7.731 23.031 -6.502
C 7.390 27.550 2.730
O 6.960 28.678 1.986
P 6.357 28.446 0.476
O 6.904 27.270 -0.247
O 6.648 29.865 -0.183
C 7.972 30.333 -0.057
O 4.791 28.461 0.662
C 4.141 27.295 1.146
H 8.429 27.561 3.062
H 7.130 26.600 2.263
H 6.728 27.542 3.595
H 8.112 31.204 0.585
H 8.381 30.688 -1.003
H 8.716 29.585 0.217
H 4.799 26.510 1.521
H 3.434 26.939 0.397
H 3.562 27.573 2.027
C 8.515 33.584 -19.499
O 8.789 34.646 -18.639
H 8.751 32.630 -19.029
H 7.490 33.444 -19.844
H 9.086 33.594 -20.427
H 9.626 35.061 -18.859
C 8.684 40.340 -12.537
O 7.511 40.156 -11.736
H 9.449 40.954 -12.062
H 9.262 39.418 -12.602
H 8.558 40.746 -13.541
H 7.743 39.624 -10.971
C 9.272 39.025 -5.747
O 9.933 38.397 -6.863
H 9.862 39.902 -5.482
H 8.302 39.386 -6.088
H 9.256 38.340 -4.899
H 9.437 37.723 -7.334
*
```

Max |F|   5.5 eV Å⁻¹
ΔE to the lowest compared entry with this formula, charge and spin   149.79 kcal per mole
Gap between HOMO and LUMO   10.188 eV

Entry 2:
The following is a quantum chemistry calculation of a 5-piece molecular cluster, C26H24Br2N4O8 overall, from OMol25.

The geometry in ORCA input format:
```
! RIJCOSX wB97M-V def2-TZVPD def2/J DEFGRID3
* xyz 1 2
Br 7.528 1.152 11.349
C 5.805 0.231 11.087
C 6.204 -1.276 11.251
Br 4.577 -2.167 10.562
H 5.392 0.503 10.116
H 5.042 0.580 11.783
H 6.402 -1.601 12.272
H 7.039 -1.536 10.600
C -0.184 -1.770 11.018
C -1.454 -1.340 10.681
C -1.553 -0.629 9.540
C -0.398 -0.390 8.711
C 0.874 -0.687 9.162
C 0.972 -1.476 10.289
N -0.566 0.440 7.514
O 0.450 0.964 6.926
O -1.697 0.571 6.952
H 0.015 -2.287 11.946
H -2.359 -1.567 11.225
H -2.493 -0.187 9.245
H 1.749 -0.480 8.565
H 1.835 -1.983 10.695
C 5.098 -6.390 15.333
C 3.831 -6.102 14.914
C 3.501 -4.807 14.569
C 4.423 -3.781 14.750
C 5.706 -4.123 15.115
C 6.102 -5.406 15.385
N 4.038 -2.406 14.311
O 4.862 -1.485 14.447
O 2.919 -2.161 13.885
H 5.335 -7.437 15.458
H 3.011 -6.798 14.818
H 2.483 -4.582 14.285
H 6.472 -3.362 15.107
H 7.088 -5.697 15.718
C 10.041 -3.284 9.673
C 10.913 -4.314 10.013
C 12.286 -4.126 10.006
C 12.740 -2.864 9.634
C 11.842 -1.792 9.459
C 10.491 -2.044 9.417
N 14.189 -2.626 9.659
O 14.920 -3.468 10.290
O 14.666 -1.696 9.023
H 8.982 -3.469 9.774
H 10.459 -5.251 10.298
H 12.934 -4.950 10.262
H 12.276 -0.804 9.413
H 9.858 -1.180 9.276
C 10.638 5.647 10.909
C 11.852 5.584 10.219
C 12.252 4.431 9.472
C 11.310 3.381 9.443
C 10.154 3.423 10.154
C 9.795 4.530 10.863
N 11.588 2.240 8.552
O 10.777 1.316 8.521
O 12.606 2.199 7.881
H 10.242 6.495 11.448
H 12.551 6.403 10.295
H 13.190 4.366 8.940
H 9.458 2.635 9.909
H 8.837 4.657 11.345
*
```

Max |F|   5.0 eV Å⁻¹
ΔE to the lowest compared entry with this formula, charge and spin   17.39 kcal per mole
Gap between HOMO and LUMO (alpha / beta)   5.811 / 1.968 eV

Entry 3:
The following is a quantum chemistry calculation of a 7-piece molecular cluster, C57H76F6N8O7S2 overall, from OMol25.

The geometry in ORCA input format:
```
! RIJCOSX wB97M-V def2-TZVPD def2/J DEFGRID3
* xyz 0 1
C -0.600 0.336 6.591
C 0.647 0.918 5.646
O 0.314 1.984 4.874
O 1.996 0.322 5.713
C 2.401 -0.250 4.404
C 3.061 0.965 3.523
C 4.209 0.504 2.448
C 3.684 -0.471 1.241
C 2.520 0.243 0.270
C 3.384 1.373 -0.611
C 3.731 0.886 -2.136
O 3.964 2.142 -2.924
C 5.181 0.059 -2.254
F 5.562 0.192 -3.710
F 5.049 -1.389 -1.973
F 6.255 0.749 -1.498
O 1.971 -0.842 -0.540
C 0.484 -0.727 -0.707
C 0.090 0.789 -1.177
C -1.328 0.958 -1.966
C -2.117 2.342 -1.458
S -1.914 3.654 -2.819
C -2.591 5.311 -2.271
S -1.443 6.576 -1.990
N -4.047 5.677 -2.078
C -4.484 5.282 -0.682
C -6.123 5.222 -0.666
O -6.697 4.139 -1.479
C -5.837 3.787 -2.621
C -4.929 5.080 -3.158
C -0.163 -1.221 0.712
C -1.764 -0.940 0.905
O -2.277 -2.082 1.735
C -2.126 0.418 1.771
F -2.570 -0.019 3.148
F -3.341 1.105 1.191
F -0.982 1.332 1.990
C 0.165 -1.786 -1.965
N -0.989 -2.722 -1.684
O -2.025 -2.522 -2.560
C -0.556 -4.166 -2.016
C 0.242 -4.908 -0.792
C 0.547 -6.469 -1.311
C -0.700 -5.106 0.575
H -0.223 -0.353 7.459
H -1.169 1.274 7.050
H -1.350 -0.244 5.893
H 1.450 -0.714 3.896
H 3.175 -1.122 4.610
H 2.202 1.587 3.019
H 3.592 1.705 4.293
H 5.006 -0.132 3.067
H 4.820 1.455 2.067
H 3.148 -1.394 1.762
H 4.579 -0.876 0.606
H 1.781 0.748 1.024
H 4.358 1.727 -0.057
H 2.683 2.329 -0.679
H 2.851 0.337 -2.694
H 4.475 2.755 -2.311
H 0.140 1.591 -0.295
H 0.944 1.136 -1.936
H -1.070 1.179 -3.111
H -2.024 0.019 -1.977
H -3.268 2.183 -1.311
H -1.683 2.775 -0.461
H -4.158 6.142 0.060
H -3.959 4.275 -0.341
H -6.566 6.260 -0.981
H -6.477 5.038 0.456
H -5.077 2.925 -2.390
H -6.517 3.452 -3.543
H -4.342 4.814 -4.160
H -5.737 5.895 -3.485
H -0.024 -2.406 0.751
H 0.373 -0.817 1.678
H -2.403 -0.967 -0.075
H -2.576 -2.818 1.094
H 0.067 -1.212 -3.007
H 1.117 -2.491 -2.116
H -2.820 -2.888 -2.032
H -1.544 -4.806 -2.204
H 0.099 -4.227 -2.991
H 1.277 -4.415 -0.555
H 0.847 -6.518 -2.441
H -0.419 -7.151 -1.151
H 1.403 -6.973 -0.653
H -0.774 -6.237 0.901
H -1.763 -4.703 0.295
H -0.172 -4.482 1.419
C 6.521 -7.473 -1.948
C 6.063 -8.112 -0.800
C 4.813 -7.767 -0.312
N 4.012 -6.842 -0.885
C 4.484 -6.237 -1.996
C 5.718 -6.517 -2.561
H 7.495 -7.718 -2.361
H 6.665 -8.861 -0.298
H 4.410 -8.240 0.579
H 3.823 -5.496 -2.436
H 6.046 -6.002 -3.457
C 2.112 -1.716 -7.749
C 3.108 -1.746 -6.779
C 2.747 -1.515 -5.462
N 1.482 -1.259 -5.063
C 0.537 -1.234 -6.027
C 0.799 -1.456 -7.370
H 2.356 -1.893 -8.793
H 4.141 -1.945 -7.043
H 3.488 -1.532 -4.667
H -0.471 -1.023 -5.681
H 0.000 -1.426 -8.101
C 1.228 3.517 7.838
C 2.224 3.486 8.808
C 1.864 3.717 10.126
N 0.599 3.974 10.525
C -0.347 3.999 9.560
C -0.085 3.777 8.218
H 1.472 3.339 6.795
H 3.257 3.287 8.544
H 2.605 3.701 10.920
H -1.355 4.209 9.906
H -0.884 3.807 7.486
C -1.573 -4.227 6.034
C -2.109 -3.829 4.814
C -2.213 -4.772 3.804
N -1.820 -6.058 3.934
C -1.302 -6.415 5.129
C -1.161 -5.546 6.199
H -1.477 -3.516 6.850
H -2.438 -2.809 4.653
H -2.627 -4.511 2.835
H -0.991 -7.453 5.208
H -0.740 -5.887 7.138
C -6.897 -2.119 -1.623
C -6.092 -2.217 -2.753
C -5.240 -1.164 -3.044
N -5.147 -0.043 -2.296
C -5.942 0.024 -1.206
C -6.823 -0.977 -0.831
H -7.577 -2.924 -1.362
H -6.127 -3.092 -3.392
H -4.589 -1.194 -3.913
H -5.851 0.936 -0.622
H -7.437 -0.871 0.056
C 1.042 9.656 -5.405
C 2.211 10.200 -4.883
C 2.559 9.879 -3.581
N 1.826 9.069 -2.785
C 0.696 8.557 -3.319
C 0.268 8.817 -4.611
H 0.738 9.883 -6.423
H 2.836 10.858 -5.476
H 3.463 10.276 -3.129
H 0.124 7.912 -2.659
H -0.648 8.376 -4.989
*
```

Max |F|   8.8 eV Å⁻¹
Gap between HOMO and LUMO   7.575 eV
SMILES   CC(=O)OCCCC[C@@H](C[C@@H](O)C(F)(F)F)O[C@](CCCSC(=S)N1CCOCC1)(C[C@@H](O)C(F)(F)F)CN(O)CC(C)C.c1ccncc1.c1ccncc1.c1ccncc1.c1ccncc1.c1ccncc1.c1ccncc1